Entry 1:
The following is a quantum chemistry calculation of a molecular structure, C19H20BFN9O6PtS in a non-equilibrium geometry, from the OMol25 dataset.

Properties
LUMO energy: 0.0815 hartree
Energy above the lowest of the compared OMol25 structures with the same formula, charge and spin: 25.1 kcal per mole

```
! RIJCOSX wB97M-V def2-TZVPD def2/J DEFGRID3
* xyz -1 1
Pt -0.729 -0.421 -0.429
B -2.445 -2.628 1.666
N -1.392 -1.619 2.234
C -1.127 -1.488 3.539
C -0.323 -0.381 3.732
C -0.130 0.135 2.457
N -0.796 -0.612 1.575
N -2.049 -3.122 0.247
C -2.410 -4.304 -0.270
C -2.119 -4.312 -1.619
C -1.563 -3.058 -1.860
N -1.539 -2.357 -0.731
H -2.402 -3.586 2.399
H -3.537 -2.107 1.647
H -1.517 -2.209 4.234
H 0.110 -0.028 4.650
H 0.492 0.940 2.110
H -2.853 -5.052 0.364
H -2.273 -5.110 -2.323
H -1.174 -2.622 -2.764
F 5.327 -0.509 -2.733
C 4.351 0.112 -2.057
C 3.189 0.407 -2.637
N 2.177 1.037 -1.948
C 1.017 1.507 -2.682
C 0.060 0.437 -3.243
O -0.077 0.431 -4.456
O -0.548 -0.388 -2.463
C 2.291 1.319 -0.608
O 1.364 1.789 0.040
N 3.533 1.099 -0.068
C 4.612 0.451 -0.664
O 5.641 0.232 -0.070
H 2.982 0.164 -3.671
H 1.365 2.058 -3.555
H 0.503 2.187 -2.010
H 3.577 1.164 0.946
O 1.632 -1.223 -0.042
N 1.557 -2.313 0.610
C 2.120 -2.322 1.806
C 2.060 -3.523 2.576
N 2.036 -4.485 3.208
C 2.770 -1.170 2.352
N 3.271 -0.222 2.775
O -3.469 1.295 -0.063
S -2.035 1.580 -0.265
C -1.990 2.913 -1.521
C -1.691 4.233 -0.807
C -2.076 4.052 0.662
C -1.506 2.700 1.050
H -2.998 2.872 -1.930
H -1.292 2.667 -2.315
H -2.241 5.052 -1.273
H -0.626 4.464 -0.882
H -3.162 4.046 0.774
H -1.673 4.848 1.289
H -1.858 2.284 1.991
H -0.419 2.696 1.024
*
```

These are the natural (NBO) partial charges, in e, on atoms 1 to 6: 0.99 0.18 -0.26 0.00 -0.35 -0.04

---

Entry 2:
The following is a quantum chemistry calculation of C19H20BNO5 in the gas phase in a non-equilibrium geometry, from the OMol25 dataset.

Properties
LUMO energy: 0.0137 hartree
Energy above the lowest of the compared OMol25 structures with the same formula, charge and spin: 5.8 kcal per mole
SMILES: COc1cccc(CC(=O)N[C@@H](Cc2coc3ccccc23)B(O)O)c1

```
! RIJCOSX wB97M-V def2-TZVPD def2/J DEFGRID3
* xyz 0 1
O 0.887 -1.823 -0.577
O 5.586 -1.432 0.319
O 3.627 -2.776 -0.276
O 0.928 2.421 3.179
O -3.996 -0.511 -1.292
B 4.210 -1.558 0.143
C 1.329 -0.877 -1.202
C 1.921 1.563 2.877
C 1.508 0.463 2.130
C -2.576 1.463 2.358
C -2.275 0.235 1.696
C -1.707 2.211 -2.032
C -2.864 1.539 -1.786
C -1.545 2.305 2.754
C -0.981 -0.141 1.452
C -0.533 1.563 -2.291
C -1.663 -0.543 -2.103
C -2.823 0.119 -1.721
C -0.211 1.854 2.646
C 0.100 0.653 1.971
C -0.512 0.171 -2.344
N 2.319 -0.079 -0.725
C -3.936 -1.911 -1.042
C 0.776 -0.550 -2.564
C 2.325 -0.688 1.641
C 3.177 -0.341 0.463
H 5.968 -2.244 -0.044
H 2.650 -2.704 -0.380
H 2.991 1.755 3.053
H -3.581 1.750 2.557
H -3.068 -0.405 1.396
H -1.696 3.292 -2.043
H -3.807 2.036 -1.615
H -1.795 3.256 3.209
H -0.768 -1.006 0.826
H 0.374 2.095 -2.518
H -1.634 -1.630 -2.080
H 2.700 0.687 -1.305
H -3.043 -2.130 -0.423
H -4.864 -2.177 -0.510
H -3.845 -2.437 -1.997
H 1.451 0.009 -3.204
H 0.595 -1.485 -3.117
H 1.609 -1.466 1.355
H 2.913 -1.063 2.457
H 3.779 0.538 0.711
*
```

These are the natural (NBO) partial charges, in e, on atoms 1 to 6: -0.68 -0.88 -0.92 -0.41 -0.51 1.11

---

Entry 3:
The following is a quantum chemistry calculation of C19H20BNO5 in the gas phase in a non-equilibrium geometry, from the OMol25 dataset.

Properties
LUMO energy: 0.0207 hartree
Energy above the lowest of the compared OMol25 structures with the same formula, charge and spin: 33.3 kcal per mole
SMILES: COc1ccccc1CC(=O)N[C@@H](Cc1coc2ccccc12)B(O)O

```
! RIJCOSX wB97M-V def2-TZVPD def2/J DEFGRID3
* xyz 0 1
O -2.136 1.537 1.339
O -3.671 1.007 -2.941
O -3.979 1.127 -0.573
O 0.454 -1.053 -4.606
O 1.407 -1.680 2.392
B -3.165 1.315 -1.690
C -1.380 0.807 0.731
C -0.544 -0.165 -4.387
C -0.303 0.748 -3.391
C 3.658 -0.590 -2.799
C -0.068 -0.550 5.684
C 3.250 0.470 -1.989
C -1.192 0.079 5.152
C 2.740 -1.224 -3.567
C 0.804 -1.092 4.732
C 1.980 0.973 -2.069
C -1.415 0.123 3.735
C 1.451 -0.688 -3.712
C 0.594 -1.071 3.340
C 1.028 0.411 -2.985
C -0.559 -0.436 2.789
N -1.105 1.009 -0.623
C 2.364 -2.634 2.857
C -0.840 -0.402 1.309
C -1.005 1.971 -2.955
C -1.737 1.919 -1.577
H -4.490 0.661 -2.588
H -3.407 1.350 0.228
H -1.438 -0.217 -5.034
H 4.675 -0.991 -2.831
H 0.095 -0.664 6.734
H 3.930 0.789 -1.246
H -1.857 0.678 5.782
H 3.043 -2.121 -4.095
H 1.598 -1.659 5.121
H 1.721 1.924 -1.528
H -2.366 0.597 3.451
H -0.752 0.270 -1.209
H 2.755 -2.373 3.872
H 1.977 -3.697 2.900
H 3.170 -2.576 2.174
H 0.094 -0.743 0.756
H -1.605 -1.152 1.179
H -0.169 2.668 -2.811
H -1.611 2.378 -3.789
H -1.995 2.967 -1.261
*
```

These are the natural (NBO) partial charges, in e, on atoms 1 to 6: -0.65 -0.87 -0.92 -0.41 -0.51 1.08

---

Entry 4:
The following is a quantum chemistry calculation of a molecular structure, C19H20BrN3O9Rb, from the OMol25 dataset.

Properties
LUMO energy: 0.0821 hartree
Energy above the lowest of the compared OMol25 structures with the same formula, charge and spin: 0.0 kcal per mole

```
! RIJCOSX wB97M-V def2-TZVPD def2/J DEFGRID3
* xyz -1 1
Rb 1.163 -0.342 -0.268
O -1.682 0.632 -4.026
C -1.776 1.819 -3.266
C -3.004 1.851 -2.355
N -3.015 1.003 -1.189
C -3.059 -0.434 -1.333
C -1.695 -1.135 -1.159
O -1.453 -1.660 -0.047
O -0.876 -1.090 -2.122
C -2.698 1.523 0.113
C -1.212 1.638 0.507
O -0.392 1.993 -0.360
O -0.951 1.367 1.719
H -1.364 -0.072 -3.412
H -1.866 2.649 -3.978
H -0.883 1.977 -2.654
H -3.871 1.599 -2.986
H -3.140 2.881 -2.006
H -3.449 -0.662 -2.327
H -3.732 -0.851 -0.574
H -3.181 0.901 0.871
H -3.114 2.535 0.203
O 1.925 4.012 -1.658
C 2.270 2.980 -0.871
O 2.680 1.938 -1.313
C 2.129 3.295 0.586
C 2.050 4.601 1.040
C 1.937 4.810 2.408
C 1.876 3.716 3.248
C 1.915 2.446 2.681
N 2.069 2.234 1.383
C 1.754 1.218 3.547
O 0.857 0.362 3.125
O 2.424 1.074 4.545
H 1.975 3.686 -2.569
H 2.070 5.422 0.340
H 1.884 5.815 2.805
H 1.782 3.815 4.320
H 0.182 0.801 2.458
C -1.167 -5.256 0.345
C 0.320 -5.036 0.319
C 1.241 -6.040 0.590
C 2.597 -5.764 0.542
C 2.968 -4.468 0.221
Br 4.828 -4.045 0.147
N 2.131 -3.492 -0.037
C 0.824 -3.779 0.010
H -1.466 -5.822 1.229
H -1.491 -5.817 -0.535
H -1.688 -4.299 0.346
H 0.903 -7.039 0.844
H 3.343 -6.517 0.748
H 0.124 -2.973 -0.193
*
```

These are the natural (NBO) partial charges, in e, on atoms 1 to 6: 0.94 -0.78 -0.09 -0.21 -0.45 -0.32

---

Entry 5:
The following is a quantum chemistry calculation of C19H20ClNO in the gas phase, from the OMol25 dataset.

Properties
LUMO energy: 0.0047 hartree
SMILES: O=C(c1ccc(Cl)cc1)[C@H](CN1CCCC1)c1ccccc1

```
! RIJCOSX wB97M-V def2-TZVPD def2/J DEFGRID3
* xyz 0 1
O -0.489 1.435 -2.825
C 0.038 1.139 -1.775
C 1.072 2.018 -1.169
C 1.946 1.624 -0.157
C 2.873 2.513 0.353
C 2.930 3.809 -0.141
C 2.073 4.220 -1.152
C 1.157 3.323 -1.660
H 0.483 3.617 -2.451
H 2.129 5.228 -1.533
Cl 4.082 4.917 0.506
H 3.553 2.205 1.131
H 1.929 0.615 0.221
C -0.397 -0.106 -1.010
C 0.729 -1.103 -0.866
C 1.634 -1.250 -1.914
C 2.667 -2.165 -1.831
C 2.806 -2.955 -0.702
C 1.900 -2.828 0.336
C 0.866 -1.910 0.256
H 0.150 -1.826 1.058
H 1.995 -3.449 1.215
H 3.613 -3.670 -0.636
H 3.364 -2.264 -2.651
H 1.527 -0.641 -2.801
H -1.175 -0.574 -1.626
C -1.050 0.354 0.306
N -1.805 -0.695 0.951
C -2.237 -0.358 2.296
C -3.267 -1.437 2.597
H -3.906 -1.186 3.441
H -2.759 -2.379 2.803
C -4.032 -1.524 1.276
H -4.456 -2.512 1.108
H -4.845 -0.798 1.267
C -2.980 -1.158 0.216
H -2.698 -2.028 -0.384
H -3.365 -0.382 -0.461
H -1.383 -0.376 2.977
H -2.701 0.643 2.345
H -0.278 0.686 1.005
H -1.692 1.229 0.079
*
```

These are the natural (NBO) partial charges, in e, on atoms 1 to 6: -0.54 0.61 -0.21 -0.10 -0.26 -0.02

---

Entry 6:
The following is a quantum chemistry calculation of 2 unconnected molecules or ions with the total composition C19H20F2NO8S2 in a non-equilibrium geometry, from the OMol25 dataset.

Properties
LUMO energy: 0.1043 hartree

```
! RIJCOSX wB97M-V def2-TZVPD def2/J DEFGRID3
* xyz -1 1
C -4.327 -3.018 0.112
C -3.330 -2.488 1.108
O -2.260 -1.846 0.349
C -1.249 -1.382 1.126
C -0.019 -1.440 0.396
F -0.104 -1.587 -0.913
C 1.284 -1.544 0.991
O 1.560 -1.244 2.137
O 2.135 -2.099 0.084
C 3.262 -2.791 0.695
C 3.990 -3.508 -0.411
O -1.363 -0.980 2.272
H -5.230 -3.336 0.639
H -4.605 -2.274 -0.645
H -3.909 -3.893 -0.399
H -3.775 -1.751 1.793
H -2.885 -3.314 1.686
H 3.893 -2.054 1.216
H 2.869 -3.526 1.413
H 4.956 -3.858 -0.038
H 3.418 -4.391 -0.726
H 4.154 -2.879 -1.294
C -4.925 1.491 -0.672
C -4.330 2.690 -1.086
C -3.126 3.110 -0.516
C -2.521 2.307 0.459
S -1.017 2.882 1.246
N 0.208 2.122 0.238
F 0.221 0.568 0.588
S 1.801 2.676 0.703
C 2.787 1.896 -0.573
C 3.305 0.627 -0.337
C 4.123 0.040 -1.300
C 4.426 0.730 -2.480
C 3.949 2.031 -2.681
C 3.131 2.630 -1.719
O 1.862 4.074 0.392
O 2.195 2.157 1.981
O -0.988 4.280 0.912
O -0.970 2.426 2.604
C -3.124 1.135 0.903
C -4.333 0.726 0.339
H -5.862 1.166 -1.126
H -4.806 3.311 -1.846
H -2.678 4.053 -0.829
H 3.074 0.128 0.606
H 4.555 -0.941 -1.123
H 5.050 0.259 -3.236
H 4.222 2.587 -3.580
H 2.782 3.650 -1.863
H -2.648 0.563 1.698
H -4.828 -0.171 0.709
*
```

These are the natural (NBO) partial charges, in e, on atoms 1 to 6: -0.63 -0.07 -0.54 0.69 0.12 -0.33

---

Entry 7:
The following is a quantum chemistry calculation of a molecular structure, C19H20F3N5O7PSSeTe4Ti in a non-equilibrium geometry, from the OMol25 dataset.

Properties
LUMO energy (spin up / spin down): 0.1254 / 0.1254 hartree
Energy above the lowest of the compared OMol25 structures with the same formula, charge and spin: 0.0 kcal per mole

```
! RIJCOSX wB97M-V def2-TZVPD def2/J DEFGRID3
* xyz -2 2
Ti 0.051 -0.447 -0.001
O -0.075 4.645 3.417
C -1.315 4.264 3.665
O -2.060 4.929 4.356
C -1.765 2.987 3.062
C -3.037 2.480 3.192
N -3.055 1.307 2.536
N -1.883 1.004 2.002
C -1.084 1.999 2.293
C 0.306 1.924 1.785
O 1.075 2.866 1.971
O 0.645 0.839 1.178
H 0.413 3.979 2.839
H -3.898 2.893 3.690
H -3.815 0.650 2.424
Te -2.380 -1.665 0.401
Te -4.698 -3.053 0.305
Te -2.549 -3.737 -3.217
Te -0.950 -2.135 -1.786
F 4.836 -0.475 -0.259
C 3.558 -0.871 -0.117
F 3.165 -0.521 1.109
F 3.555 -2.217 -0.153
C 2.665 -0.355 -1.290
O 3.251 -0.379 -2.397
O 1.403 -0.756 -1.180
C -2.988 0.266 -2.967
P -1.233 0.410 -2.454
C -1.223 2.273 -2.876
C 0.166 0.201 -3.642
O -1.055 0.721 -0.917
H -3.130 0.846 -3.879
H -3.546 0.726 -2.152
H -3.328 -0.759 -3.107
H -1.213 2.478 -3.951
H -0.336 2.728 -2.428
H -2.096 2.763 -2.438
H -0.283 0.289 -4.637
H 0.690 -0.746 -3.575
H 0.870 1.018 -3.498
S 0.604 -1.583 3.984
C 0.558 -1.789 2.397
N 0.454 -1.972 1.235
C 4.155 4.813 -1.031
N 3.952 3.894 -2.128
C 3.443 2.634 -2.004
Se 2.590 1.934 -0.530
N 3.480 2.056 -3.218
C 4.047 2.919 -4.135
C 4.286 2.798 -5.493
C 4.810 3.910 -6.143
C 5.100 5.086 -5.454
C 4.874 5.202 -4.087
C 4.332 4.102 -3.445
H 3.660 4.406 -0.152
H 3.722 5.785 -1.267
H 5.220 4.927 -0.824
H 3.369 1.017 -3.243
H 4.075 1.877 -6.018
H 4.994 3.857 -7.208
H 5.509 5.931 -5.994
H 5.117 6.111 -3.552
*
```

These are the natural (NBO) partial charges, in e, on atoms 1 to 6: 1.21 -0.69 0.79 -0.63 -0.27 0.01

---

Entry 8:
The following is a quantum chemistry calculation of 2 unconnected molecules or ions with the total composition C19H20F3O2S in a non-equilibrium geometry, from the OMol25 dataset.

Properties
LUMO energy: -0.2169 hartree
Energy above the lowest of the compared OMol25 structures with the same formula, charge and spin: 0.0 kcal per mole

```
! RIJCOSX wB97M-V def2-TZVPD def2/J DEFGRID3
* xyz 1 1
C -3.815 -2.361 1.712
C -2.531 -1.930 2.386
O -1.554 -1.687 1.349
C -0.364 -1.325 1.884
C 0.690 -1.109 0.915
S 2.245 -1.122 1.587
C 2.339 -2.363 2.942
C 3.234 -2.126 0.417
O -0.239 -1.202 3.122
H -4.595 -2.508 2.467
H -4.152 -1.593 1.005
H -3.672 -3.304 1.170
H -2.689 -0.997 2.941
H -2.190 -2.712 3.082
H 0.515 -1.537 -0.062
H 1.664 -2.057 3.745
H 2.105 -3.382 2.598
H 3.382 -2.324 3.281
H 3.236 -1.634 -0.561
H 4.248 -2.121 0.836
H 2.860 -3.157 0.347
F -3.803 1.960 -3.067
C -2.769 1.068 -2.891
C -2.776 -0.104 -3.634
C -1.698 -0.964 -3.448
F -1.695 -2.172 -4.110
C -0.639 -0.679 -2.599
C -0.632 0.549 -1.862
C 0.524 0.865 -1.087
C 1.029 2.154 -0.739
C 2.317 2.233 -0.113
C 2.849 3.452 0.276
C 2.127 4.647 0.108
C 0.903 4.566 -0.555
F 0.191 5.728 -0.751
C 0.376 3.383 -1.037
C -1.784 1.388 -1.964
H -3.599 -0.353 -4.309
H 0.231 -1.336 -2.558
H 1.239 0.050 -0.941
H 2.901 1.321 -0.009
H 3.839 3.489 0.730
H 2.501 5.608 0.467
H -0.481 3.416 -1.699
H -1.867 2.285 -1.369
*
```

These are the natural (NBO) partial charges, in e, on atoms 1 to 6: -0.63 -0.07 -0.51 0.74 -0.80 0.89

---

Entry 9:
The following is a quantum chemistry calculation of a molecular structure, C19H20GeN2O2SeSn in a non-equilibrium geometry, from the OMol25 dataset.

Properties
LUMO energy (spin up / spin down): -0.3753 / -0.4094 hartree
Energy above the lowest of the compared OMol25 structures with the same formula, charge and spin: 0.0 kcal per mole

```
! RIJCOSX wB97M-V def2-TZVPD def2/J DEFGRID3
* xyz 2 1
Sn 1.465 0.675 2.579
Se 1.792 -1.847 2.788
Ge -0.968 0.292 1.767
C -1.953 -0.669 3.112
C -3.102 -0.095 3.673
C -3.824 -0.786 4.651
C -3.401 -2.050 5.072
C -2.254 -2.624 4.515
C -1.530 -1.935 3.536
C -0.947 -0.673 0.102
C -0.354 -1.941 0.021
C -0.345 -2.633 -1.194
C -0.925 -2.062 -2.331
C -1.516 -0.797 -2.253
C -1.526 -0.102 -1.039
H -1.657 1.661 1.534
H -3.437 0.883 3.353
H -4.712 -0.342 5.083
H -3.960 -2.584 5.829
H -1.925 -3.602 4.842
H -0.643 -2.387 3.116
H 0.101 -2.391 0.891
H 0.114 -3.612 -1.255
H -0.917 -2.598 -3.271
H -1.964 -0.354 -3.133
H -1.985 0.877 -0.987
O -0.190 2.719 -5.061
C 1.103 3.217 -4.820
N 1.694 2.342 -3.860
C 1.541 2.556 -2.509
O 0.919 3.509 -2.054
C 2.129 1.545 -1.597
C 3.145 0.661 -1.971
C 3.635 -0.253 -1.038
C 3.097 -0.247 0.239
N 2.125 0.600 0.638
C 1.668 1.482 -0.287
H -0.653 2.834 -4.212
H 1.052 4.249 -4.460
H 1.687 3.172 -5.743
H 1.967 1.433 -4.201
H 3.582 0.683 -2.964
H 4.425 -0.949 -1.299
H 3.448 -0.940 0.999
H 0.891 2.154 0.072
H 3.107 0.934 3.128
*
```

These are the natural (NBO) partial charges, in e, on atoms 1 to 6: 0.93 0.20 1.00 -0.48 -0.18 -0.11

---

Entry 10:
The following is a quantum chemistry calculation of a molecular structure, C19H20N2O4 in a non-equilibrium geometry, from the OMol25 dataset.

Properties
LUMO energy: 0.0039 hartree
Energy above the lowest of the compared OMol25 structures with the same formula, charge and spin: 473.3 kcal per mole

```
! RIJCOSX wB97M-V def2-TZVPD def2/J DEFGRID3
* xyz 0 1
C -6.568 -0.795 0.531
H -6.143 -1.547 -0.289
O -6.055 0.598 0.060
C -4.845 0.801 -0.091
C -4.657 2.003 -0.495
C -3.463 2.595 -0.477
C -2.414 1.709 -0.301
C -2.526 0.497 -0.328
C -3.848 -0.005 -0.070
O -3.956 -1.396 0.321
C -2.940 -1.784 0.945
C -1.739 -1.780 -0.036
C -1.337 -0.616 -0.367
N -0.241 0.162 -0.630
N 0.905 -0.614 -0.951
C 1.497 -1.527 0.072
O 1.179 -2.218 0.990
C 2.945 -1.812 -0.508
O 3.647 -0.534 -1.314
C 4.179 0.297 -0.291
C 3.520 1.407 -0.092
C 4.105 2.417 0.962
C 5.517 2.186 1.265
C 6.100 0.969 0.967
C 5.523 0.162 -0.262
C 6.323 -1.224 -0.482
H 6.173 -2.215 0.281
H 5.845 -1.456 -1.431
H 7.215 -1.074 -0.518
H 7.217 0.690 1.170
H 6.051 2.887 1.792
H 3.686 3.197 0.994
H 2.583 1.641 -0.298
H 3.581 -2.225 0.224
H 2.887 -2.629 -1.327
H 1.552 0.078 -1.464
H -1.751 -2.403 -1.053
H -0.793 -2.310 0.856
H -2.705 -1.485 1.926
H -3.295 -2.896 1.163
H -1.241 2.114 -0.467
H -3.409 3.807 -0.488
H -5.647 2.777 -0.363
H -6.297 -1.218 1.461
H -7.813 -0.693 0.397
*
```

These are the natural (NBO) partial charges, in e, on atoms 1 to 6: -0.28 0.21 -0.46 0.15 -0.17 -0.20